Entry from OMol25: 2 unconnected molecules or ions with the total composition C6H16N2 at a distorted geometry (wB97M-V/def2-TZVPD).

Computed properties:
energy: -9453.07740 eV
E_LUMO: -2.755 eV
Kohn-Sham gap: 4.28 eV
ΔE to the lowest compared entry with this formula, charge and spin: 868.1 kJ/mol

```
! RIJCOSX wB97M-V def2-TZVPD def2/J DEFGRID3
* xyz 0 1
C -2.54 -0.77 -0.36
C -1.40 -1.78 0.08
C -2.37 0.63 0.16
N -1.16 1.31 -0.25
C 0.12 0.98 0.51
C 1.20 0.49 -0.56
N 2.17 -0.50 0.05
C 3.52 -0.19 -0.45
H -2.59 -0.94 -1.52
H -3.58 -1.08 -0.03
H -1.08 -1.76 1.22
H -0.53 -1.26 -0.43
H -1.61 -2.84 -0.23
H -3.21 1.29 -0.23
H -2.65 0.52 1.23
H 0.99 0.41 3.69
H 0.47 1.86 1.05
H 0.07 0.25 1.36
H 0.65 -0.05 -1.36
H 1.80 1.40 -0.76
H 1.22 0.54 3.02
H 3.64 0.88 -0.78
H 4.35 -0.25 0.27
H 3.83 -0.84 -1.31
*
```

---

Entry from OMol25: C6H16N2 in the gas phase at a distorted geometry (wB97M-V/def2-TZVPD).

Computed properties:
energy: -9460.20130 eV
E_LUMO: 1.058 eV
structure (SMILES): CC(C)[C@@H](C)NCN
Kohn-Sham gap: 9.57 eV
ΔE to the lowest compared entry with this formula, charge and spin: 180.7 kJ/mol

```
! RIJCOSX wB97M-V def2-TZVPD def2/J DEFGRID3
* xyz 0 1
C 1.89 -0.63 0.33
C 0.45 -0.04 0.51
C -0.81 -1.10 0.97
C -2.01 -0.18 1.10
C -1.01 -2.29 0.03
N -0.07 0.76 -0.59
C 0.57 2.14 -0.61
N 0.95 2.48 -1.95
H 2.11 -0.41 -0.72
H 2.51 0.05 0.93
H 2.10 -1.63 0.66
H 0.46 0.53 1.44
H -0.58 -1.60 1.90
H -2.18 0.24 0.10
H -1.67 0.62 1.73
H -2.87 -0.81 1.38
H -0.50 -2.23 -0.95
H -0.76 -3.23 0.53
H -2.02 -2.35 -0.44
H 0.01 0.24 -1.45
H -0.21 2.81 -0.22
H 1.39 2.12 0.11
H 0.32 2.17 -2.66
H 1.93 2.33 -2.10
*
```

---

Entry from OMol25: 3 unconnected molecules or ions with the total composition C6H16N2 at a distorted geometry (wB97M-V/def2-TZVPD).

Computed properties:
energy: -9459.11295 eV
E_LUMO: 0.987 eV
structure (SMILES): [H]/N=C/C.C=C.CNC
Kohn-Sham gap: 8.51 eV
ΔE to the lowest compared entry with this formula, charge and spin: 285.7 kJ/mol

```
! RIJCOSX wB97M-V def2-TZVPD def2/J DEFGRID3
* xyz 0 1
C 1.94 -1.36 0.54
C 1.21 -2.01 1.66
N 2.21 -0.11 0.59
H 2.85 0.22 -0.13
H 0.52 0.83 0.46
H 0.09 -1.26 -0.76
H 2.46 -2.05 -0.14
H 0.77 -1.26 2.31
H 1.90 -2.62 2.24
H 0.43 -2.66 1.27
C -1.30 1.49 1.14
C -0.24 2.11 -0.94
N -0.41 1.08 0.07
C -0.96 -0.94 -0.98
C -1.40 -0.76 -2.23
H -1.64 -1.23 -0.20
H 0.12 3.06 -0.52
H 0.48 1.77 -1.68
H -1.34 0.71 1.90
H -0.98 2.43 1.62
H -2.30 1.64 0.72
H -1.20 2.28 -1.43
H -0.74 -0.51 -3.04
H -2.45 -0.83 -2.46
*
```

---

Entry from OMol25: a molecular structure, C6H16N2 at a distorted geometry (wB97M-V/def2-TZVPD).

Computed properties:
energy: -9452.53035 eV
E_LUMO: -0.056 eV
Kohn-Sham gap: 8.11 eV
ΔE to the lowest compared entry with this formula, charge and spin: 920.9 kJ/mol

```
! RIJCOSX wB97M-V def2-TZVPD def2/J DEFGRID3
* xyz 0 1
C 0.16 1.14 0.92
N 2.33 -1.65 -0.37
C 1.65 1.46 0.84
C 2.53 -0.38 -0.90
C -0.22 -0.41 1.12
C -1.59 -0.79 0.60
C -1.86 -0.39 -0.87
N -3.57 0.35 -0.88
H -0.49 1.68 1.58
H -0.17 1.28 -0.13
H 2.17 0.45 0.13
H 1.74 2.34 0.19
H 2.30 1.52 1.70
H 3.25 -1.96 -0.07
H 3.58 -0.29 -1.07
H 1.90 -0.19 -1.75
H -0.14 -0.71 2.19
H 0.57 -0.93 0.59
H -2.33 -0.20 1.16
H -1.90 -1.85 0.78
H -2.92 -0.84 -1.11
H -1.24 -0.84 -1.64
H -3.67 0.55 -1.87
H -2.08 0.68 -1.13
*
```

---

Entry from OMol25: 2 unconnected molecules or ions with the total composition C6H16N2 at a distorted geometry (wB97M-V/def2-TZVPD).

Computed properties:
energy: -9454.92795 eV
E_LUMO: -2.721 eV
Kohn-Sham gap: 5.34 eV
ΔE to the lowest compared entry with this formula, charge and spin: 689.5 kJ/mol

```
! RIJCOSX wB97M-V def2-TZVPD def2/J DEFGRID3
* xyz 0 1
C -1.61 1.84 0.38
N -0.49 1.23 1.12
C 0.75 1.50 0.30
C 0.59 0.70 -1.01
N 1.72 0.35 -1.84
C 1.23 -2.82 -0.65
C 1.35 -2.18 0.75
C -2.95 1.17 0.96
H -1.64 2.91 0.27
H -1.69 1.67 -0.77
H 2.28 1.19 -1.97
H 0.96 2.57 0.20
H 1.57 1.03 0.87
H -0.19 1.09 -1.66
H -0.01 -0.14 -0.57
H 1.04 -1.91 -1.30
H 2.18 -3.26 -1.06
H 0.44 -3.57 -0.73
H 2.29 -1.75 0.86
H 1.26 -2.99 1.46
H 0.58 -1.45 0.95
H -3.13 1.56 1.96
H -2.69 0.12 1.08
H -3.84 1.17 0.39
*
```

---

Entry from OMol25: a molecular structure, C6H16N2 at a distorted geometry (wB97M-V/def2-TZVPD).

Computed properties:
energy: -9449.55264 eV
E_LUMO (spin up / spin down): -5.454 / -6.687 eV
Kohn-Sham gap (spin up / spin down): 7.68 / 6.44 eV
ΔE to the lowest compared entry with this formula, charge and spin: 398.3 kJ/mol

```
! RIJCOSX wB97M-V def2-TZVPD def2/J DEFGRID3
* xyz 1 2
C 0.54 1.10 -0.25
N 1.37 0.55 -1.34
C 2.24 -0.57 -0.93
C 2.69 -1.32 -2.18
C -0.93 0.63 -0.31
N -1.17 -0.42 -1.08
C -1.32 -1.34 0.13
C -1.88 1.50 0.46
H 0.60 2.20 -0.38
H 1.03 0.78 0.67
H -2.98 1.28 6.26
H 3.10 -0.08 -0.49
H 1.67 -1.32 -0.36
H 2.11 -2.21 -2.37
H 3.77 -1.55 -2.21
H 2.76 -0.63 -3.03
H -3.65 0.96 6.24
H 0.83 0.27 -2.15
H -0.57 -2.13 0.19
H -2.31 -1.81 -0.10
H -1.56 -1.05 1.15
H -2.44 2.19 -0.16
H -2.55 0.84 1.03
H -1.36 2.16 1.20
*
```